Record 1
The following is a DFT calculation (the ωB97M-V functional and the def2-TZVPD basis) of a single C8H11NO molecule.

Structure (XYZ):
```
21
Properties=species:S:1:pos:R:3:forces:R:3
C -1.012132 0.559900 0.212702 -2.9 -0.6 -1.4
C -0.642805 -0.906107 0.425429 -0.3 0.9 0.5
C 0.014928 -1.395314 -0.868445 -0.1 0.3 0.0
C 1.328330 -0.555190 -0.932579 0.5 -1.6 -0.1
C 1.282211 0.196112 0.439440 1.1 -0.9 -0.6
C 0.562872 -0.782615 1.361370 -0.5 -0.1 0.8
C 0.266256 1.260429 0.156135 1.0 2.0 0.4
C 0.639213 2.516368 -0.164416 -1.2 -0.6 0.2
H -3.918383 0.243381 0.042078 -1.5 0.6 0.0
H -1.461355 -1.493673 0.766519 -0.5 -0.5 0.2
H 0.212140 -2.452962 -0.745038 0.2 -0.3 -0.2
H -0.647766 -1.262012 -1.724922 0.1 0.0 0.0
H 2.204629 -1.247246 -1.098319 -0.7 0.7 0.6
H 1.331769 0.096088 -1.797260 0.0 0.4 0.1
H 2.255934 0.522729 0.771140 0.2 0.4 0.0
H 0.370632 -0.363330 2.391533 -0.1 -0.3 -1.1
H 0.958484 -1.797263 1.496752 0.6 0.4 -0.1
H -0.116039 3.230839 -0.511520 0.5 -0.1 0.3
H 1.685396 2.811328 -0.056572 -0.4 0.0 -0.3
N -2.236962 0.964957 -0.079936 3.2 -0.3 0.9
O -3.077347 -0.146414 -0.084083 0.9 -0.5 -0.1
```
Positions in Å, forces in eV/Å.

E_HOMO ... -8.7 eV
Gap between HOMO and LUMO ... 9.23 eV
DFT total energy ... -441.3381 Eh
Largest force on an atom ... 0.064 Eh/bohr
SMILES ... C=C1/C(=N/O)[C@H]2CC[C@@H]1C2
ΔE to the lowest compared entry with this formula, charge and spin ... 68.7 kcal/mol

Record 2
The following is a DFT calculation (the ωB97M-V functional and the def2-TZVPD basis) of a single C8H11NO2 molecule.

Structure (XYZ):
```
22
Properties=species:S:1:pos:R:3:forces:R:3
C 1.979198 0.102893 -0.595252 -2.3 -0.6 0.1
C 1.324148 1.223690 -0.831289 1.4 2.5 0.3
C -0.976157 0.931181 -0.511862 -0.6 1.0 0.1
C -2.232233 1.021263 -0.142548 -1.4 -0.3 1.3
C 1.290619 -1.283243 -0.491522 2.5 3.0 1.1
C -0.038994 -1.212928 0.141344 0.7 -1.8 0.8
C -2.642644 2.334592 0.665621 3.0 -0.8 -1.5
C 2.201217 -2.150952 0.370909 1.3 -0.2 1.8
N 0.004632 1.321299 -1.112953 -0.2 0.3 -1.7
O -3.036720 -0.072734 0.042644 -0.7 -0.1 -0.1
O -1.010818 -1.854160 -0.176187 -0.7 -0.1 -0.7
H 2.999640 0.195377 -0.511030 2.2 -0.3 0.3
H 1.815224 2.271570 -0.916980 -0.5 -2.1 0.1
H 1.376791 -1.650118 -1.448649 -0.7 -1.3 -2.3
H 0.087490 -0.870176 1.158903 -0.4 0.9 0.7
H -2.076199 2.116096 1.538892 -0.3 0.1 1.5
H -3.664805 2.554141 0.873768 -0.7 -0.2 -0.3
H -2.032294 3.209065 0.284906 -1.2 -0.8 -0.1
H 3.254524 -2.240619 -0.073948 -1.6 0.1 0.6
H 1.719824 -3.111890 0.411334 0.2 -0.8 0.0
H 2.326885 -1.859731 1.501429 -0.3 0.0 -2.2
H -2.669327 -0.974617 -0.177528 0.3 1.6 0.2
```
Positions in Å, forces in eV/Å.

E_HOMO ... -7.7 eV
Gap between HOMO and LUMO ... 8.09 eV
DFT total energy ... -516.5152 Eh
Largest force on an atom ... 0.079 Eh/bohr
SMILES ... CC(O)=C=N/C=C\[C@@H](C)C=O
ΔE to the lowest compared entry with this formula, charge and spin ... 115.1 kcal/mol

Record 3
The following is a DFT calculation (the ωB97M-V functional and the def2-TZVPD basis) of a molecular structure, C8H11NO2S4SbTc.

Structure (XYZ):
```
28
Properties=species:S:1:pos:R:3:forces:R:3
Tc 0.433060 0.016140 -0.897068 0.0 0.0 0.0
C 2.415376 1.224585 -0.949804 0.0 0.0 0.0
C 2.461652 0.294192 -2.009124 0.0 0.0 0.0
C 2.323465 -1.000306 -1.436651 0.0 0.0 0.0
C 2.192707 -0.868123 -0.016744 0.0 0.0 0.0
C 2.251165 0.535950 0.275968 0.0 0.0 0.0
H 2.382802 2.296765 -1.067584 0.0 0.0 0.0
H 2.566201 0.526155 -3.056030 0.0 0.0 0.0
H 2.312756 -1.932278 -1.978616 0.0 0.0 0.0
H 2.096627 -1.674017 0.694900 0.0 0.0 0.0
H 2.204275 0.984525 1.255820 0.0 0.0 0.0
N -0.878676 -0.184848 0.797254 0.0 0.0 0.0
C -1.967850 0.794263 0.908286 0.0 0.0 0.0
C -1.405828 2.197129 1.021258 0.0 0.0 0.0
C -0.796104 2.739454 -0.267195 0.0 0.0 0.0
O -0.759729 3.942841 -0.450230 0.0 0.0 0.0
O -0.342963 1.876400 -1.133161 0.0 0.0 0.0
H -1.269976 -1.128014 0.763872 0.0 0.0 0.0
H -0.321426 -0.172720 1.647058 0.0 0.0 0.0
H -2.595486 0.563240 1.773840 0.0 0.0 0.0
H -2.586020 0.695631 0.015354 0.0 0.0 0.0
H -0.631981 2.226934 1.797069 0.0 0.0 0.0
H -2.176212 2.902604 1.330822 0.0 0.0 0.0
S -0.023245 -3.280588 1.952446 0.0 0.0 0.0
Sb -1.496466 -4.261147 0.492983 0.1 0.0 0.0
S -0.613281 -1.725923 -1.834881 0.1 0.0 0.0
S -2.366156 -2.399143 -0.909490 0.0 0.0 0.0
S -3.408688 -5.189701 1.279647 0.0 0.0 0.0
```
Positions in Å, forces in eV/Å.

2S+1 ... 2
Charge ... -1
E_HOMO (alpha / beta) ... -4.5 / -5.0 eV
Gap between HOMO and LUMO (alpha / beta) ... 6.83 / 6.06 eV
DFT total energy ... -2430.6455 Eh
Largest force on an atom ... 0.002 Eh/bohr
ΔE to the lowest compared entry with this formula, charge and spin ... 0.0 kcal/mol

Record 4
The following is a DFT calculation (the ωB97M-V functional and the def2-TZVPD basis) of a molecular structure, C8H11NO3.

Structure (XYZ):
```
23
Properties=species:S:1:pos:R:3:forces:R:3
C -3.577437 -0.715797 0.632743 -0.9 -2.7 -0.3
C -1.496099 0.239140 -0.371985 -0.5 -3.4 0.0
C -1.021453 1.510399 -0.173843 -2.9 2.1 -1.7
C 0.339539 1.727747 -0.072162 1.1 0.1 -1.0
C 1.218988 0.696110 -0.095931 -1.3 -2.5 -1.3
C 0.791588 -0.582820 -0.475605 1.8 -0.2 3.2
C 3.149101 -1.377421 0.287999 -0.9 0.1 -1.0
C -0.564295 -0.931572 -0.574443 -0.3 6.1 0.5
H -2.953386 -0.973573 1.860974 -2.0 1.5 -4.0
H -4.693414 -0.164802 0.581426 2.9 -2.0 1.1
H -3.623502 -1.851104 0.080215 -0.3 2.9 2.1
H -1.864142 2.333629 -0.493193 2.4 -1.7 1.5
H 0.504845 3.857335 -0.115106 1.4 -3.1 0.2
H 1.934458 3.046695 -0.712657 -2.6 -1.1 1.6
H 2.247923 0.899816 -0.103177 1.2 0.2 0.4
H 3.379341 -1.108918 1.319564 -0.9 0.6 0.0
H 3.784198 -0.808723 -0.419645 -1.2 0.6 0.2
H 3.630456 -2.302996 0.164798 0.1 -1.8 0.0
H -0.070715 -2.659902 -0.062703 -3.6 1.4 -3.1
N 1.056181 2.888996 -0.079792 0.3 6.9 -1.1
O -2.951799 0.073102 -0.380321 3.1 0.6 0.5
O 1.712770 -1.645310 -0.072966 0.4 0.7 -0.9
O -0.933156 -2.150028 -0.724181 2.7 -5.3 3.1
```
Positions in Å, forces in eV/Å.

E_HOMO ... -7.5 eV
Gap between HOMO and LUMO ... 8.12 eV
DFT total energy ... -591.6752 Eh
Largest force on an atom ... 0.137 Eh/bohr
ΔE to the lowest compared entry with this formula, charge and spin ... 157.9 kcal/mol

Record 5
The following is a DFT calculation (the ωB97M-V functional and the def2-TZVPD basis) of a single C8H11NO4S molecule.

Structure (XYZ):
```
25
Properties=species:S:1:pos:R:3:forces:R:3
C -0.618947 1.310673 -0.418728 -0.2 0.6 -0.1
C -0.262879 0.612969 0.809510 0.2 0.0 2.9
C -1.625516 0.744017 0.235525 0.7 0.1 -1.0
C 0.223969 -0.795701 0.806970 0.1 -0.9 -1.3
C 2.113748 -0.199009 -0.575475 2.1 -1.9 -0.6
C -0.068893 2.197263 -1.527652 -2.5 -4.1 -0.7
C 0.118101 1.383213 2.083747 -0.1 -2.2 1.0
C 1.270710 -2.537780 -0.689811 -2.5 1.0 3.0
N 1.116395 -1.106954 -0.197267 1.5 -0.8 -0.9
O -0.272698 -1.729638 1.421347 0.0 0.6 0.4
O -4.078083 0.214416 -0.457259 -0.9 0.2 -0.4
O -2.432421 -1.578369 -0.216406 -1.1 0.7 -0.2
O 2.200774 0.949788 -0.266049 0.1 0.2 0.0
S -3.106653 -0.251072 0.494678 0.6 0.3 -0.5
H 3.020196 -0.772543 -1.137193 -2.0 1.2 0.8
H -0.184215 1.515252 -2.434331 0.5 1.0 0.7
H 0.864969 2.633234 -1.494729 2.0 0.4 0.7
H -0.802729 2.913524 -1.638692 -1.5 1.8 -0.5
H 0.880952 2.046394 1.803794 1.4 0.9 0.1
H 0.355983 0.755467 3.009970 0.3 0.4 -1.6
H -0.685546 1.935054 2.471442 -1.4 1.1 0.0
H 1.750166 -2.462071 -1.600911 1.6 -0.3 -1.5
H 1.614024 -3.218389 0.124364 0.4 0.6 -1.0
H 0.248187 -2.856693 -0.910045 0.1 -0.1 0.0
H -1.639594 -1.703035 0.303204 0.8 -1.0 0.6
```
Positions in Å, forces in eV/Å.

E_HOMO ... -9.4 eV
Gap between HOMO and LUMO ... 9.70 eV
DFT total energy ... -1065.1953 Eh
Largest force on an atom ... 0.094 Eh/bohr
ΔE to the lowest compared entry with this formula, charge and spin ... 99.7 kcal/mol

Record 6
The following is a DFT calculation (the ωB97M-V functional and the def2-TZVPD basis) of 2 unconnected molecules or ions with the total composition C8H11NOPS.

Structure (XYZ):
```
23
Properties=species:S:1:pos:R:3:forces:R:3
C -1.560742 2.031636 -2.038911 -0.8 -4.6 1.9
C -0.191931 4.082434 2.931456 0.1 -2.2 0.6
C -1.751139 0.940869 -1.544412 0.9 1.6 -0.7
C -0.466854 2.898219 2.939489 0.1 2.1 -1.1
C -1.576735 -0.151645 -0.707091 0.2 -2.3 0.4
C -0.881734 1.534641 2.847705 0.3 0.2 1.6
C -0.353094 -1.891197 0.334951 1.0 -1.9 -0.2
C 2.190665 -0.359400 -0.771569 0.8 -1.0 -2.3
N -0.530998 -0.938275 -0.715501 -0.4 2.4 -0.6
O -0.868860 0.869237 1.835431 -0.3 -0.1 0.5
P 0.739439 -0.729516 -1.984257 1.6 0.4 -0.1
S 1.282789 -2.742685 -2.311488 -0.4 0.3 -0.7
H -1.604562 2.968181 -2.342466 0.0 3.8 -1.5
H 0.250381 5.000145 3.189285 -0.1 0.9 -0.1
H -2.382443 -0.498681 -0.042380 0.3 0.7 0.0
H -1.120234 1.235483 3.928528 -0.2 -0.8 -1.5
H 0.770876 -2.136758 0.386747 -2.1 0.0 0.1
H -0.669614 -1.465972 1.274501 -0.2 -0.1 0.2
H -0.972358 -2.749529 -0.020178 0.8 0.1 1.0
H 2.452253 -1.398817 -0.449963 0.0 1.3 0.7
H 1.845898 0.395705 -0.084112 0.1 -0.1 0.7
H 3.154184 0.007999 -1.308528 -2.0 -0.5 0.5
H 0.808463 -2.775676 -3.594177 0.1 0.0 0.6
```
Positions in Å, forces in eV/Å.

Charge ... +1
E_HOMO ... -13.2 eV
Gap between HOMO and LUMO ... 8.36 eV
DFT total energy ... -1180.5365 Eh
Largest force on an atom ... 0.098 Eh/bohr

Record 7
The following is a DFT calculation (the ωB97M-V functional and the def2-TZVPD basis) of 2 unconnected molecules or ions with the total composition C8H11NS.

Structure (XYZ):
```
21
Properties=species:S:1:pos:R:3:forces:R:3
C -2.059651 -1.322293 -0.579343 1.1 -0.1 0.9
C -1.058004 -1.869901 0.236475 -0.9 1.0 -1.6
C -1.777769 -0.687593 -1.727764 0.1 0.1 -1.0
C 0.249423 -1.710846 -0.098377 0.6 1.0 -2.1
C -0.490395 -0.703449 -2.187521 2.9 0.7 -1.1
C 0.576703 -1.075656 -1.384719 -2.2 -2.2 2.3
C 0.380829 2.594367 0.984267 -0.8 1.7 -1.1
C 0.356034 1.284405 1.643069 0.5 0.0 2.2
N 1.320175 0.469164 1.660850 0.6 -1.4 0.4
S 2.689913 0.510395 0.633390 -1.3 1.4 -0.8
H -3.038460 -1.302055 -0.251565 -2.0 -0.3 0.8
H -1.436261 -2.317291 1.093942 0.1 -0.9 1.7
H -2.515515 -0.202286 -2.314261 -0.8 0.2 -0.4
H 0.987668 -2.039963 0.598470 0.6 -0.1 0.0
H -0.184379 -0.383215 -3.200185 -0.7 0.1 0.5
H 1.399537 2.977862 1.294635 -1.0 0.1 -0.9
H -0.411600 3.232097 1.510990 1.1 -0.6 -1.2
H 1.569288 -1.116473 -1.740092 0.9 0.3 -0.3
H -0.273699 1.223643 2.602652 0.3 -0.4 -1.7
H 0.221477 2.593937 -0.186036 0.4 0.1 2.4
H 3.494686 -0.154848 1.411122 0.4 -0.7 0.8
```
Positions in Å, forces in eV/Å.

E_HOMO ... -8.8 eV
Gap between HOMO and LUMO ... 9.55 eV
DFT total energy ... -764.2937 Eh
Largest force on an atom ... 0.075 Eh/bohr
SMILES ... c1ccccc1.C/C=N\S
ΔE to the lowest compared entry with this formula, charge and spin ... 34.8 kcal/mol

Record 8
The following is a DFT calculation (the ωB97M-V functional and the def2-TZVPD basis) of a single C8H11NSe molecule.

Structure (XYZ):
```
21
Properties=species:S:1:pos:R:3:forces:R:3
C 1.635016 -1.085835 -1.002992 1.8 1.5 -0.5
C 0.797299 -0.318649 -0.029911 -2.1 -0.5 0.0
C 2.938348 -0.705746 -1.224036 -1.8 0.0 1.5
C -3.459478 -0.267899 0.997116 -0.8 1.9 2.6
C -3.087679 0.725337 0.225110 -0.2 0.7 0.5
C 1.584858 0.140384 1.185378 3.3 -1.5 -3.1
C 2.949704 0.833205 0.533105 -0.9 -2.0 0.0
C -2.313128 0.421973 -0.977007 0.8 3.5 -1.4
N 3.523426 0.391804 -0.532505 -1.1 0.2 0.8
Se -0.419017 1.143427 -0.812858 0.7 -0.5 -0.2
H 1.123105 -1.841112 -1.567165 0.2 -0.3 -0.3
H -0.045580 -0.976071 0.282193 0.7 0.2 0.1
H 3.672327 -1.170777 -1.845594 -0.2 -0.5 -0.6
H -3.896653 -0.025057 1.986816 0.0 -0.4 -0.8
H -3.133970 -1.233588 0.844372 0.3 -2.1 -0.5
H -3.318433 1.752234 0.562321 0.3 -0.5 -0.6
H 1.045909 0.852659 1.716328 -0.7 0.8 1.5
H 1.852228 -0.887889 1.640983 -0.1 2.0 0.2
H 3.509646 1.625383 1.007139 -0.4 0.4 0.5
H -2.439531 -0.628829 -1.177242 0.4 -0.1 -0.9
H -2.518397 1.255049 -1.811559 -0.2 -2.6 1.3
```
Positions in Å, forces in eV/Å.

E_HOMO ... -8.4 eV
Gap between HOMO and LUMO ... 8.77 eV
DFT total energy ... -2767.4913 Eh
Largest force on an atom ... 0.094 Eh/bohr
SMILES ... C=CC[Se][C@H]1C=CN=CC1
ΔE to the lowest compared entry with this formula, charge and spin ... 35.7 kcal/mol